Record 1
ORCA calculation (ωB97M-V/def2-TZVPD) on a structure of composition C34H34AsMoN8O9S2Si at a distorted geometry.

```
90
C34H34AsMoN8O9S2Si, DFT ωB97M-V/def2-TZVPD
Mo 0.027 -0.475 -1.083
N 0.775 -3.157 0.214
N 0.241 -4.069 -0.715
C 0.002 -3.636 -1.958
N -0.552 -4.428 -2.868
N 0.419 -2.371 -2.181
N 0.204 -1.802 -3.389
O 0.114 -0.569 -3.218
O 0.164 -2.372 -4.456
H 1.542 -3.577 0.730
H 0.031 -2.816 0.839
H -0.303 -4.860 -0.377
H -0.912 -5.328 -2.598
H -0.706 -4.106 -3.816
O -2.591 0.597 -3.378
As -2.576 1.436 -1.831
O -2.880 3.008 -2.088
O -0.946 1.198 -1.241
C -3.937 0.606 -0.745
C -4.976 1.499 -0.488
C -6.099 1.091 0.222
C -6.195 -0.204 0.685
C -5.167 -1.107 0.443
C -4.049 -0.705 -0.265
S -2.776 -1.911 -0.432
O -2.062 -1.947 0.828
O -3.293 -3.174 -0.879
O -1.909 -1.260 -1.499
H -2.906 1.269 -4.001
H -4.891 2.515 -0.857
H -6.900 1.793 0.403
H -7.070 -0.521 1.236
H -5.234 -2.123 0.802
C 5.118 -1.414 -2.133
N 4.329 -0.491 -2.931
C 4.629 -0.092 -4.217
C 3.659 0.766 -4.603
N 2.785 0.895 -3.538
C 3.199 0.113 -2.524
S 2.521 -0.113 -0.978
C 1.684 1.828 -3.501
C 0.903 1.986 -4.635
C -0.143 2.893 -4.548
C -0.352 3.576 -3.358
C 0.511 3.341 -2.299
N 1.529 2.482 -2.368
H 6.019 -1.644 -2.694
H 4.546 -2.320 -1.944
H 5.377 -0.948 -1.185
H 5.500 -0.444 -4.730
H 3.528 1.321 -5.508
H 1.073 1.402 -5.526
H -0.797 3.045 -5.397
H -1.175 4.266 -3.233
H 0.375 3.848 -1.351
O 0.263 -0.214 0.744
Si 0.499 0.259 2.338
C 1.572 -1.071 3.074
C 1.053 -2.359 3.244
C 1.834 -3.389 3.743
C 3.157 -3.141 4.089
C 3.687 -1.873 3.937
C 2.899 -0.845 3.432
C 1.283 1.932 2.315
C 1.527 2.532 3.555
C 2.139 3.772 3.643
C 2.516 4.435 2.483
C 2.270 3.861 1.246
C 1.657 2.619 1.163
C -1.182 0.314 3.118
C -2.165 1.077 2.474
C -3.445 1.176 2.990
C -3.762 0.520 4.172
C -2.801 -0.225 4.832
C -1.518 -0.327 4.308
H 0.016 -2.555 3.002
H 1.413 -4.374 3.883
H 3.769 -3.939 4.487
H 4.712 -1.679 4.217
H 3.326 0.142 3.316
H 1.230 2.033 4.468
H 2.318 4.220 4.608
H 2.996 5.401 2.547
H 2.558 4.377 0.342
H 1.472 2.198 0.178
H -1.921 1.606 1.553
H -4.191 1.769 2.479
H -4.759 0.599 4.582
H -3.047 -0.726 5.757
H -0.782 -0.914 4.837
```

Output
- <S²> = 2.01
- energy above the lowest of the compared OMol25 structures with the same formula, charge and spin (eV) = 0.717
- E_LUMO (alpha / beta) (Eh) = -0.137 / -0.137
- net charge = +1
- Kohn-Sham gap (alpha / beta) (eV) = 6.92 / 7.12
- highest occupied orbital energy (alpha / beta) (eV) = -10.64 / -10.85
- multiplicity = 3

Mulliken analysis output, partial charges in e: atom 1 (Mo): 0.838, atom 2 (N): -0.009, atom 3 (N): -0.332, atom 4 (C): 0.465, atom 5 (N): -0.361, atom 6 (N): 0.212, atom 7 (N): 0.396, atom 8 (O): -0.023, atom 9 (O): -0.726, atom 10 (H): 0.281, atom 11 (H): -0.082, atom 12 (H): 0.259, atom 13 (H): 0.199, atom 14 (H): 0.193, atom 15 (O): -0.612, atom 16 (As): 1.327, atom 17 (O): -0.758, atom 18 (O): 0.202, atom 19 (C): -0.161, atom 20 (C): -0.879, atom 21 (C): -0.773, atom 22 (C): -0.652, atom 23 (C): -0.877, atom 24 (C): 0.474, atom 25 (S): 1.002, atom 26 (O): -0.655, atom 27 (O): -0.671, atom 28 (O): -0.707, atom 29 (H): 0.333, atom 30 (H): 0.531, atom 31 (H): 0.418, atom 32 (H): 0.449, atom 33 (H): 0.515, atom 34 (C): -0.804, atom 35 (N): 0.300, atom 36 (C): -0.787, atom 37 (C): -0.301, atom 38 (N): 0.538, atom 39 (C): -0.252, atom 40 (S): -0.384, atom 41 (C): 0.370, atom 42 (C): -0.621, atom 43 (C): -0.723, atom 44 (C): -0.744, atom 45 (C): -0.022, atom 46 (N): -0.267, atom 47 (H): 0.332, atom 48 (H): 0.290, atom 49 (H): 0.351, atom 50 (H): 0.459, atom 51 (H): 0.566, atom 52 (H): 0.377, atom 53 (H): 0.477, atom 54 (H): 0.372, atom 55 (H): 0.341, atom 56 (O): 2.703, atom 57 (Si): -1.433, atom 58 (C): 0.833, atom 59 (C): -0.479, atom 60 (C): -0.902, atom 61 (C): -0.565, atom 62 (C): -0.720, atom 63 (C): -0.567, atom 64 (C): 0.309, atom 65 (C): -0.424, atom 66 (C): -0.844, atom 67 (C): -0.643, atom 68 (C): -0.749, atom 69 (C): 0.079, atom 70 (C): 0.854, atom 71 (C): -0.223, atom 72 (C): -0.690, atom 73 (C): -0.675, atom 74 (C): -0.777, atom 75 (C): -0.278, atom 76 (H): 0.716, atom 77 (H): 0.476, atom 78 (H): 0.418, atom 79 (H): 0.449, atom 80 (H): 0.383, atom 81 (H): 0.413, atom 82 (H): 0.423, atom 83 (H): 0.392, atom 84 (H): 0.473, atom 85 (H): 0.276, atom 86 (H): 0.260, atom 87 (H): 0.550, atom 88 (H): 0.420, atom 89 (H): 0.433, atom 90 (H): 0.427

Record 2
ORCA calculation (ωB97M-V/def2-TZVPD) on an isolated molecule of C6H8O2 at a distorted geometry.

```
16
C6H8O2, DFT ωB97M-V/def2-TZVPD
C 1.346 -0.687 0.093
C 2.509 0.237 0.010
C 1.279 -1.973 -0.087
C 0.428 0.673 0.060
C -0.418 0.944 1.239
C -0.236 0.710 -1.314
O 3.678 0.135 -0.111
O 1.750 1.351 0.098
H 0.315 -2.517 -0.169
H 2.105 -2.490 -0.446
H -1.376 0.597 0.977
H -0.595 1.965 1.469
H 0.022 0.362 2.032
H -1.298 0.640 -1.152
H 0.348 0.017 -1.888
H -0.202 1.687 -1.859
```

Output
- energy above the lowest of the compared OMol25 structures with the same formula, charge and spin (eV) = 1.876
- E_LUMO (Eh) = 0.021
- structure (SMILES) = C=C1C(=O)OC1(C)C
- Kohn-Sham gap (eV) = 10.90
- highest occupied orbital energy (eV) = -10.33

Mulliken analysis output, partial charges in e: atom 1 (C): -0.220, atom 2 (C): 0.603, atom 3 (C): -0.935, atom 4 (C): 1.623, atom 5 (C): -1.514, atom 6 (C): -1.479, atom 7 (O): -0.544, atom 8 (O): -0.416, atom 9 (H): 0.261, atom 10 (H): 0.351, atom 11 (H): 0.395, atom 12 (H): 0.374, atom 13 (H): 0.376, atom 14 (H): 0.355, atom 15 (H): 0.449, atom 16 (H): 0.319

Record 3
ORCA calculation (ωB97M-V/def2-TZVPD) on a cluster of 11 separate species, C26H73N7O18 in total at a distorted geometry.

```
124
C26H73N7O18, DFT ωB97M-V/def2-TZVPD
C 17.039 12.170 1.787
C 15.571 12.488 2.009
O 14.693 11.575 1.363
O 17.545 11.015 2.304
H 17.580 13.057 2.116
H 17.104 12.254 0.702
H 15.324 13.520 1.759
H 15.276 12.457 3.057
H 14.977 10.694 1.617
H 17.737 10.405 1.589
C 8.402 10.883 1.747
C 7.034 10.564 2.349
O 7.205 9.607 3.402
O 9.150 11.572 2.731
H 8.188 11.541 0.905
H 9.033 10.076 1.375
H 6.359 10.072 1.648
H 6.449 11.390 2.754
H 6.370 9.587 3.875
H 9.909 11.908 2.248
C 9.509 15.699 -3.357
C 8.353 14.713 -3.265
O 7.784 14.744 -4.607
O 9.226 16.890 -4.010
H 10.313 15.268 -3.955
H 9.964 15.907 -2.389
H 7.637 15.045 -2.513
H 8.797 13.752 -3.009
H 8.425 14.450 -5.258
H 9.239 17.605 -3.370
C 7.283 9.430 -1.851
C 8.146 10.608 -2.099
O 8.021 11.072 -3.465
O 7.665 8.499 -2.791
H 6.213 9.558 -2.010
H 7.404 9.093 -0.821
H 9.181 10.423 -1.812
H 7.706 11.385 -1.475
H 7.141 11.447 -3.392
H 7.356 8.894 -3.609
C 11.293 13.550 -0.471
C 11.434 12.068 -0.092
O 11.742 12.041 1.308
O 9.985 14.102 -0.100
H 11.387 13.643 -1.553
H 12.046 14.151 0.040
H 12.278 11.659 -0.647
H 10.564 11.455 -0.325
H 12.658 12.195 1.553
H 9.965 14.890 0.448
C 10.835 17.248 2.111
C 10.802 18.467 3.066
O 10.357 18.239 4.387
O 9.516 16.749 1.868
H 11.404 16.506 2.671
H 11.281 17.543 1.162
H 10.196 19.174 2.499
H 11.844 18.787 3.032
H 10.434 17.294 4.535
H 9.063 17.385 1.310
C 10.829 12.063 -4.693
C 10.869 13.031 -5.848
O 9.524 13.374 -6.315
O 10.154 10.840 -5.099
H 10.342 12.515 -3.829
H 11.829 11.787 -4.357
H 11.577 12.647 -6.583
H 11.336 13.918 -5.420
H 9.741 13.748 -7.173
H 9.480 10.666 -4.439
C 14.093 9.983 -2.139
O 14.487 11.126 -2.285
N 13.881 9.181 -3.145
N 14.029 9.379 -0.989
H 13.431 8.277 -3.120
H 14.038 9.517 -4.084
H 14.219 9.942 -0.173
H 13.699 8.428 -0.907
C 10.473 14.420 4.763
O 11.026 15.469 5.064
N 9.627 14.276 3.739
N 10.541 13.309 5.379
H 9.246 13.424 3.354
H 9.524 15.016 3.059
H 9.682 12.857 5.659
H 11.225 13.406 6.115
C 10.681 7.316 0.918
O 10.191 6.477 0.099
N 10.594 7.233 2.181
N 11.460 8.300 0.521
H 9.940 6.530 2.493
H 10.871 8.006 2.769
H 11.673 9.059 1.152
H 11.303 8.417 -0.470
C 16.376 16.444 -2.891
C 15.906 15.708 -1.588
C 17.097 14.943 -0.963
C 18.061 15.763 -0.113
C 17.187 16.432 0.984
C 15.918 17.212 0.444
N 15.122 16.617 -0.623
O 14.048 17.382 -1.149
C 14.898 17.364 1.615
C 16.373 18.682 0.039
C 14.881 14.591 -1.929
H 17.315 16.997 -2.876
H 15.652 17.149 -3.299
H 16.545 15.661 -3.631
H 16.937 14.003 -0.433
H 17.696 14.543 -1.781
H 18.551 16.539 -0.701
H 18.838 15.172 0.374
H 17.885 17.225 1.251
H 17.057 15.824 1.880
H 13.914 17.721 1.311
H 14.518 16.472 2.114
H 15.164 18.194 2.270
H 16.652 19.281 0.906
H 17.221 18.616 -0.643
H 15.629 19.317 -0.442
H 15.365 13.829 -2.539
H 14.035 14.920 -2.533
H 14.659 14.130 -0.966
H 14.467 18.124 -1.591
```

Output
- <S²> = 0.75
- E_LUMO (alpha / beta) (Eh) = 0.064 / 0.063
- net charge = -1
- Kohn-Sham gap (alpha / beta) (eV) = 1.61 / 8.26
- highest occupied orbital energy (alpha / beta) (eV) = 0.14 / -6.54
- multiplicity = 2

Results of the Mulliken charge analysis, in e, for atoms 1 through 99: atom 1 (C): -1.111, atom 2 (C): -0.506, atom 3 (O): 0.419, atom 4 (O): 0.508, atom 5 (H): 0.067, atom 6 (H): -0.071, atom 7 (H): -0.060, atom 8 (H): 0.446, atom 9 (H): -0.350, atom 10 (H): 0.163, atom 11 (C): 0.676, atom 12 (C): -0.835, atom 13 (O): -0.498, atom 14 (O): -0.694, atom 15 (H): 0.005, atom 16 (H): -0.113, atom 17 (H): 0.346, atom 18 (H): 0.404, atom 19 (H): 0.282, atom 20 (H): 0.292, atom 21 (C): -0.166, atom 22 (C): 0.422, atom 23 (O): -0.626, atom 24 (O): -0.556, atom 25 (H): -0.143, atom 26 (H): 0.382, atom 27 (H): 0.363, atom 28 (H): -0.444, atom 29 (H): 0.474, atom 30 (H): 0.365, atom 31 (C): -0.769, atom 32 (C): 0.279, atom 33 (O): -0.775, atom 34 (O): -0.533, atom 35 (H): 0.311, atom 36 (H): 0.339, atom 37 (H): -0.123, atom 38 (H): 0.447, atom 39 (H): 0.397, atom 40 (H): 0.372, atom 41 (C): -0.248, atom 42 (C): 1.184, atom 43 (O): -0.081, atom 44 (O): -0.527, atom 45 (H): 0.111, atom 46 (H): 0.321, atom 47 (H): -0.102, atom 48 (H): -0.598, atom 49 (H): -0.223, atom 50 (H): 0.132, atom 51 (C): -0.459, atom 52 (C): -0.544, atom 53 (O): -0.515, atom 54 (O): -0.587, atom 55 (H): 0.327, atom 56 (H): 0.424, atom 57 (H): 0.347, atom 58 (H): 0.275, atom 59 (H): 0.419, atom 60 (H): 0.325, atom 61 (C): 1.056, atom 62 (C): -0.765, atom 63 (O): -0.564, atom 64 (O): -0.669, atom 65 (H): -0.694, atom 66 (H): 0.143, atom 67 (H): 0.503, atom 68 (H): 0.264, atom 69 (H): 0.270, atom 70 (H): 0.439, atom 71 (C): -1.152, atom 72 (O): -0.085, atom 73 (N): -0.040, atom 74 (N): 0.239, atom 75 (H): 0.134, atom 76 (H): 0.295, atom 77 (H): 0.226, atom 78 (H): 0.090, atom 79 (C): 0.452, atom 80 (O): -0.700, atom 81 (N): -0.258, atom 82 (N): -0.423, atom 83 (H): 0.364, atom 84 (H): 0.152, atom 85 (H): 0.237, atom 86 (H): 0.264, atom 87 (C): -0.264, atom 88 (O): -0.500, atom 89 (N): -0.314, atom 90 (N): 0.278, atom 91 (H): 0.223, atom 92 (H): 0.357, atom 93 (H): 0.067, atom 94 (H): 0.018, atom 95 (C): -1.967, atom 96 (C): 1.812, atom 97 (C): -0.670, atom 98 (C): -0.876, atom 99 (C): -1.226

Record 4
ORCA calculation (ωB97M-V/def2-TZVPD) on an isolated molecule of C19H19N3O2S.

```
44
C19H19N3O2S, DFT ωB97M-V/def2-TZVPD
C 2.654 -1.586 4.070
C 2.381 -1.843 2.740
C 1.994 -0.813 1.894
C 1.851 0.481 2.401
C 2.148 0.733 3.734
C 2.555 -0.294 4.563
H 2.782 -0.088 5.597
H 2.045 1.744 4.098
O 1.412 1.526 1.622
C 0.819 1.120 0.405
C -0.569 0.560 0.617
C -1.121 0.482 1.853
S -2.587 -0.426 1.933
C -2.453 -0.789 0.244
N -3.267 -1.639 -0.367
C -2.955 -1.887 -1.619
N -2.046 -1.259 -2.339
C -1.305 -0.310 -1.769
N -0.497 0.422 -2.598
C -0.552 1.872 -2.543
C 0.758 2.469 -3.049
C 1.014 1.994 -4.476
C 0.990 0.469 -4.515
C -0.331 -0.056 -3.960
H -0.340 -1.146 -3.940
H -1.165 0.279 -4.592
H 1.117 0.113 -5.537
H 1.813 0.077 -3.913
H 1.976 2.367 -4.831
H 0.237 2.387 -5.135
H 1.581 2.148 -2.408
H 0.697 3.558 -3.012
H -0.779 2.194 -1.527
H -1.371 2.222 -3.191
C -1.364 -0.126 -0.362
H -3.532 -2.648 -2.126
H -0.733 0.901 2.760
C 1.713 0.048 -0.241
H 2.724 0.466 -0.363
O 1.762 -1.099 0.572
H 1.323 -0.269 -1.208
H 0.810 2.025 -0.210
H 2.464 -2.836 2.329
H 2.954 -2.393 4.719
```

Output
- energy above the lowest of the compared OMol25 structures with the same formula, charge and spin (eV) = 2.156
- E_LUMO (Eh) = 0.023
- structure (SMILES) = c1ccc2c(c1)OC[C@@H](c1csc3ncnc(N4CCCCC4)c13)O2
- Kohn-Sham gap (eV) = 8.76
- highest occupied orbital energy (eV) = -8.14

Mulliken analysis output, partial charges in e: atom 1 (C): -0.452, atom 2 (C): -0.676, atom 3 (C): 0.707, atom 4 (C): 0.191, atom 5 (C): -0.819, atom 6 (C): -0.462, atom 7 (H): 0.387, atom 8 (H): 0.451, atom 9 (O): -0.455, atom 10 (C): 0.660, atom 11 (C): -0.593, atom 12 (C): -0.380, atom 13 (S): -0.243, atom 14 (C): -0.373, atom 15 (N): -0.631, atom 16 (C): -0.358, atom 17 (N): -0.666, atom 18 (C): 0.864, atom 19 (N): 0.424, atom 20 (C): -1.103, atom 21 (C): -0.361, atom 22 (C): -0.928, atom 23 (C): -0.572, atom 24 (C): -0.884, atom 25 (H): 0.461, atom 26 (H): 0.371, atom 27 (H): 0.368, atom 28 (H): 0.259, atom 29 (H): 0.374, atom 30 (H): 0.360, atom 31 (H): 0.177, atom 32 (H): 0.371, atom 33 (H): 0.597, atom 34 (H): 0.464, atom 35 (C): 0.808, atom 36 (H): 0.413, atom 37 (H): 0.506, atom 38 (C): -0.632, atom 39 (H): 0.363, atom 40 (O): -0.467, atom 41 (H): 0.401, atom 42 (H): 0.261, atom 43 (H): 0.429, atom 44 (H): 0.388

Record 5
ORCA calculation (ωB97M-V/def2-TZVPD) on a cluster of 2 separate species, C3H9N in total at a distorted geometry.

```
13
C3H9N, DFT ωB97M-V/def2-TZVPD
C 1.197 3.636 -5.368
C 0.608 4.745 -4.949
H 0.507 2.910 -5.801
H 2.209 3.363 -5.632
H -0.449 4.744 -4.891
H 1.131 5.550 -4.445
C -0.264 -3.885 4.493
N -1.575 -3.247 4.475
H 0.304 -3.784 3.569
H -0.379 -4.908 4.855
H 0.374 -3.421 5.251
H -1.620 -2.322 4.848
H -2.043 -3.382 3.594
```

Output
- energy above the lowest of the compared OMol25 structures with the same formula, charge and spin (eV) = 1.679
- E_LUMO (Eh) = 0.048
- structure (SMILES) = C=C.CN
- Kohn-Sham gap (eV) = 10.30
- highest occupied orbital energy (eV) = -8.98

Mulliken analysis output, partial charges in e: atom 1 (C): -0.479, atom 2 (C): -0.446, atom 3 (H): 0.180, atom 4 (H): 0.274, atom 5 (H): 0.225, atom 6 (H): 0.246, atom 7 (C): -0.640, atom 8 (N): -0.488, atom 9 (H): 0.240, atom 10 (H): 0.222, atom 11 (H): 0.275, atom 12 (H): 0.199, atom 13 (H): 0.192

Record 6
ORCA calculation (ωB97M-V/def2-TZVPD) on a cluster of 2 separate species, C9H14O in total at a distorted geometry.

```
24
C9H14O, DFT ωB97M-V/def2-TZVPD
C -1.369 -2.239 0.777
C -2.321 -3.421 0.615
H -0.753 -2.148 -0.112
H -1.841 -1.247 0.810
H -0.797 -2.203 1.701
H -1.933 -4.117 -0.126
H -3.350 -3.114 0.457
H -2.359 -4.036 1.521
C 0.812 2.470 2.093
C 0.362 0.050 -1.324
C -0.097 1.345 -1.390
C 1.258 -0.360 -0.333
C 0.186 2.214 -0.321
C 1.439 0.450 0.772
C 0.797 1.702 0.806
O 0.030 -0.907 -2.260
H -0.646 1.689 -2.258
H -0.704 -0.573 -2.770
H 1.727 -1.327 -0.379
H -0.059 3.267 -0.313
H 2.167 0.214 1.525
H 1.800 2.814 2.416
H 0.468 1.837 2.914
H 0.146 3.332 2.089
```

Output
- energy above the lowest of the compared OMol25 structures with the same formula, charge and spin (eV) = 0.610
- E_LUMO (Eh) = 0.032
- structure (SMILES) = Cc1ccc(O)cc1.CC
- Kohn-Sham gap (eV) = 9.21
- highest occupied orbital energy (eV) = -8.34

Mulliken analysis output, partial charges in e: atom 1 (C): -0.614, atom 2 (C): -0.973, atom 3 (H): 0.084, atom 4 (H): 0.315, atom 5 (H): 0.344, atom 6 (H): 0.307, atom 7 (H): 0.260, atom 8 (H): 0.280, atom 9 (C): -1.418, atom 10 (C): 0.750, atom 11 (C): -0.674, atom 12 (C): -0.409, atom 13 (C): -0.575, atom 14 (C): -0.461, atom 15 (C): 0.472, atom 16 (O): -0.529, atom 17 (H): 0.338, atom 18 (H): 0.288, atom 19 (H): 0.399, atom 20 (H): 0.382, atom 21 (H): 0.416, atom 22 (H): 0.308, atom 23 (H): 0.332, atom 24 (H): 0.377